16
Properties=species:S:1:pos:R:3:forces:R:3 method="wB97M-V/def2-TZVPD" e_homo_ev=-9.28 smiles="COC(N)=O.C=C" orbital_gap_ev=9.978 max_force_ev_per_a=4.85 charge=0
C 0.629 1.813 0.198 -0.1 0.1 0.0
C -0.395 -0.086 1.234 0.0 -1.2 2.8
N -1.618 0.416 0.919 0.3 -0.1 -0.3
O 0.682 0.682 1.063 -0.3 -0.4 -0.2
O -0.271 -1.193 1.829 -0.4 3.1 0.1
H -1.723 1.070 0.161 0.0 0.1 0.1
H -2.382 -0.225 1.058 0.1 -0.1 0.0
H -0.074 2.563 0.569 0.0 0.0 0.0
H 1.632 2.232 0.202 -0.1 0.0 0.0
H 0.370 1.502 -0.818 0.0 0.0 0.1
C -0.034 -1.650 -0.796 -0.1 -1.4 2.3
C 1.080 -1.260 -1.407 0.0 0.2 0.1
H 1.973 -1.022 -0.839 0.1 -0.1 0.0
H -0.910 -1.878 -1.403 0.0 0.0 0.0
H -0.119 -1.838 0.511 0.5 -0.1 -4.8
H 1.160 -1.125 -2.482 -0.1 0.0 0.0

36
Properties=species:S:1:pos:R:3:forces:R:3 method="wB97M-V/def2-TZVPD" e_homo_ev=-6.01 orbital_gap_ev=4.430 max_force_ev_per_a=4.30 charge=0
C 1.022 0.855 1.525 0.3 -1.0 0.0
C 1.820 -0.135 0.758 -0.5 1.6 -0.7
N 0.994 -1.194 0.081 -0.4 -2.4 1.6
C 0.552 -2.283 0.923 -2.2 -2.0 -3.1
C -0.340 -3.405 0.352 1.1 3.3 -1.9
C -0.749 -3.300 -1.136 2.2 2.5 1.5
C -0.209 -2.115 -1.967 0.9 -0.7 2.3
C -0.608 -2.004 -3.523 0.2 -0.2 1.1
N -1.869 -1.170 -3.579 1.1 0.1 0.5
C 0.680 -1.037 -1.305 -1.9 -3.2 1.3
B 1.257 0.277 -2.115 1.0 0.9 0.4
O 2.410 0.052 -2.958 -1.6 0.1 1.9
O 0.586 1.533 -1.982 0.5 -2.7 -1.7
C 0.432 2.216 -3.258 1.0 1.7 -0.9
H 0.684 1.831 1.016 1.8 -0.6 1.8
H 0.701 0.613 2.600 -1.1 0.4 -1.9
H 2.956 -0.120 0.731 -1.8 0.2 -1.3
H 0.848 -2.345 2.027 -0.2 0.6 -2.0
H -0.681 -4.246 1.043 0.5 1.4 -1.2
H -1.434 -4.068 -1.638 1.2 1.3 0.9
H 0.215 -1.557 -4.173 -0.8 -0.6 1.1
H -0.769 -3.079 -3.880 0.0 1.5 0.4
H -1.762 -0.403 -4.262 -0.1 -0.6 0.6
H -1.951 -0.747 -2.634 -0.2 -0.1 -1.1
H 2.994 -0.632 -2.546 -0.8 0.7 -0.7
H 1.216 3.064 -3.276 -1.2 -1.3 -0.1
H 0.664 1.534 -4.159 -0.6 1.0 1.4
H -0.587 2.745 -3.368 1.4 -1.3 0.4
C -0.888 2.385 5.792 -0.5 0.2 0.6
C -1.387 2.393 4.332 0.3 0.2 1.7
O -0.363 2.029 3.550 0.0 -0.5 -1.8
H -0.065 3.092 5.944 0.0 -0.1 -0.2
H -1.701 2.680 6.467 0.0 0.0 0.1
H -0.550 1.391 6.101 0.0 0.1 -0.2
H -1.824 3.398 4.182 0.3 0.3 -0.4
H -2.293 1.756 4.334 0.0 -0.5 -0.3

16
Properties=species:S:1:pos:R:3:forces:R:3 method="wB97M-V/def2-TZVPD" e_homo_ev="-4.85 / -4.85" orbital_gap_ev="7.187 / 7.188" max_force_ev_per_a=4.56 charge=-1
C 2.446 -0.733 -3.288 0.7 0.2 -0.5
C 3.251 2.115 -0.494 -0.5 0.8 0.0
C 0.625 0.241 0.003 -3.9 -0.5 -0.6
C -1.799 0.216 0.213 2.2 -2.5 -3.1
N 3.127 -0.609 -2.297 1.5 -0.4 -0.2
N 0.967 -0.165 -1.097 1.1 0.9 0.6
N -1.946 0.945 1.229 -3.3 0.4 1.5
O 2.814 2.563 -1.451 -0.6 0.5 -2.2
O 2.309 -0.933 -4.426 -1.1 -0.5 -1.9
O 3.636 1.930 0.566 1.1 -1.0 2.1
O 2.858 -0.111 -1.162 -0.7 0.3 2.4
O 0.686 -0.477 -2.233 -0.7 -0.4 0.3
O -3.265 0.798 1.437 1.0 0.3 0.2
O -1.271 1.735 1.835 1.2 0.7 0.7
H 1.069 0.696 0.853 0.9 -0.1 0.2
H -2.210 -0.785 -0.087 0.9 1.3 0.7

116
Properties=species:S:1:pos:R:3:forces:R:3 method="wB97M-V/def2-TZVPD" e_homo_ev=-3.42 orbital_gap_ev=7.565 max_force_ev_per_a=14.41 charge=-2
S 0.115 -0.059 0.366 -1.9 2.3 0.1
O 0.316 1.330 0.786 -0.7 0.0 1.0
O -1.260 -0.524 0.614 0.8 0.9 -0.5
O 0.424 -0.054 -1.036 0.1 -0.5 -2.6
O 1.013 -0.941 1.011 1.3 -2.4 1.9
N 2.619 0.625 -2.524 1.3 0.2 -0.1
C 3.722 0.227 -1.897 5.2 2.0 -3.1
C 4.919 0.724 -2.831 -5.3 -1.1 0.4
C 4.213 1.247 -4.075 -1.1 -0.5 2.6
C 2.810 1.279 -3.711 2.1 -1.6 0.1
H 1.769 0.394 -2.074 -1.3 0.2 0.1
H 3.731 -0.316 -0.943 0.1 0.4 -0.6
H 5.960 0.651 -2.532 -0.3 -0.1 -0.5
H 4.552 1.481 -5.137 -0.1 0.0 2.0
H 1.866 1.450 -4.163 -0.2 0.7 -1.2
N -2.320 -1.127 2.889 -0.3 1.9 0.0
C -1.794 -1.928 3.844 0.8 -1.4 3.1
C -2.395 -1.591 5.196 -1.8 6.1 -12.9
C -3.377 -0.429 4.795 4.1 -2.3 -2.3
C -3.168 -0.124 3.331 3.5 -8.6 10.6
H -1.899 -0.869 1.988 0.4 -1.0 0.3
H -0.877 -2.757 3.560 -3.1 2.6 0.8
H -2.305 -2.104 5.978 0.8 -3.8 6.5
H -3.802 0.122 5.600 -0.8 0.6 -0.1
H -3.619 0.529 2.849 -3.7 5.8 -5.0
N -1.475 3.355 1.513 -1.3 -0.4 2.6
C -2.172 3.257 2.688 -3.1 1.0 0.2
C -3.451 4.204 2.628 4.4 -2.2 -0.2
C -3.269 4.922 1.400 2.1 -0.5 -1.3
C -2.024 4.289 0.724 -2.0 1.5 0.8
H -0.670 2.680 1.342 -1.4 1.1 -0.3
H -1.825 2.476 3.409 -0.8 1.1 -0.5
H -4.184 4.263 3.491 1.1 0.1 -1.5
H -3.852 5.908 1.022 1.5 -2.9 0.8
H -1.400 4.363 -0.153 -0.9 1.1 -0.7
N 3.351 -1.155 1.876 0.4 0.5 0.2
C 4.310 -0.141 1.844 2.0 -4.4 2.0
C 5.472 -0.724 2.523 -0.1 0.0 -0.4
C 5.176 -2.129 3.035 -2.8 3.8 -1.8
C 3.729 -2.237 2.665 2.2 -0.9 -0.8
H 2.447 -1.057 1.255 1.8 -0.4 2.0
H 4.088 0.757 1.312 0.3 0.4 -0.1
H 6.522 -0.215 2.578 -2.3 -1.0 0.0
H 5.935 -2.707 3.633 -1.5 0.5 -0.8
H 3.023 -3.134 2.672 1.3 1.5 0.3
N 0.587 -3.739 0.815 -3.6 1.7 0.3
C -0.707 -3.961 0.368 0.8 -2.8 -2.2
C -0.758 -5.413 -0.044 4.3 2.5 1.3
C 0.664 -5.922 0.281 -1.0 0.8 0.0
C 1.370 -4.780 0.948 -0.8 -4.4 -2.4
H 0.649 -2.751 1.017 1.4 0.1 0.7
H -1.214 -2.976 0.080 0.1 -2.2 0.7
H -1.464 -6.008 -0.628 0.0 0.6 0.5
H 1.112 -7.033 -0.080 -1.3 3.5 1.5
H 2.350 -4.726 1.385 0.1 0.0 -0.2
N -3.395 -1.660 -0.213 -5.7 -2.2 -2.7
C -4.459 -2.182 0.562 -0.7 -0.5 -1.4
C -5.584 -2.672 -0.219 2.7 1.0 -3.2
C -5.220 -2.382 -1.692 7.6 3.0 8.6
C -3.752 -1.733 -1.585 -4.7 -1.8 1.2
H -2.590 -1.242 0.189 0.7 0.5 -0.1
H -4.263 -2.109 1.621 -0.5 -0.4 0.1
H -6.532 -3.317 -0.115 1.8 1.4 0.9
H -5.805 -2.707 -2.408 -2.3 -1.1 -4.0
H -3.166 -1.227 -2.347 -0.1 -0.4 0.1
N 1.974 3.291 0.958 1.7 2.3 -1.4
C 1.803 4.123 2.000 4.2 2.1 0.7
C 3.046 5.020 2.153 -1.5 -4.8 -3.2
C 3.978 4.563 1.038 -12.8 -2.8 1.2
C 3.086 3.611 0.162 0.7 4.1 8.8
H 1.391 2.494 0.760 -0.4 -0.2 -0.2
H 0.984 4.004 2.697 0.0 0.2 -0.1
H 3.161 5.537 3.084 0.5 0.5 -0.1
H 4.864 4.616 0.724 7.2 1.6 -1.8
H 3.233 3.074 -0.648 1.2 -2.4 -3.8
N -0.450 2.007 -2.600 1.4 0.1 2.4
C -0.020 3.314 -2.268 0.3 -0.5 -0.1
C -0.581 4.196 -3.282 1.0 -2.7 1.4
C -1.286 3.330 -4.183 -2.1 -2.7 -1.3
C -1.244 1.955 -3.698 2.8 6.9 1.2
H -0.156 1.200 -1.940 -0.9 1.5 -1.4
H 0.774 3.409 -1.302 -2.6 0.1 -3.1
H -0.379 5.253 -3.291 -0.2 0.0 -0.3
H -1.967 3.378 -5.159 1.8 1.0 2.3
H -1.708 1.132 -4.005 -1.7 -3.2 -1.3
N -0.328 -1.496 -3.100 -1.4 -3.6 -3.1
C -0.058 -1.195 -4.429 -2.2 -1.8 -0.6
C -0.765 -2.074 -5.366 0.8 -0.4 4.9
C -1.395 -3.100 -4.377 2.5 3.3 2.9
C -1.076 -2.720 -2.965 0.1 2.0 -2.8
H -0.133 -0.877 -2.376 0.6 0.8 1.5
H 0.626 -0.375 -4.561 -0.2 0.2 -0.6
H -0.719 -1.970 -6.474 -0.2 -0.5 1.3
H -1.834 -4.050 -4.356 -0.9 -1.1 -1.4
H -1.414 -3.052 -1.877 0.8 0.5 -3.1
C 0.790 1.116 3.752 -1.9 -1.8 -2.3
N 0.721 1.658 5.031 -0.5 1.6 2.9
O 1.226 1.054 5.952 -0.2 0.2 0.4
O 0.204 2.792 5.117 0.6 -1.6 0.1
H -0.229 0.948 3.349 0.4 0.6 0.3
H 1.267 0.175 3.590 0.7 -0.5 0.8
H 1.293 1.881 3.277 0.9 1.3 -2.0
C 2.371 -2.983 -1.777 -2.3 -0.8 3.4
N 3.564 -3.842 -1.654 2.7 0.0 -1.9
O 3.477 -4.947 -2.146 -0.8 -0.7 0.3
O 4.689 -3.401 -1.356 -2.1 0.5 0.6
H 2.163 -2.500 -0.800 1.0 0.4 -0.6
H 1.427 -3.598 -1.755 1.3 0.1 -1.0
H 2.443 -2.275 -2.554 0.4 0.5 -1.0
C -3.410 1.540 -1.157 3.0 0.9 -3.1
N -4.594 1.188 -1.889 -2.1 -2.3 -1.5
O -4.595 1.010 -3.110 0.8 0.6 0.7
O -5.595 0.986 -1.226 0.0 0.5 0.2
H -3.793 1.740 -0.213 0.2 0.6 1.9
H -3.029 2.418 -1.791 -0.3 -0.8 1.5
H -2.561 0.772 -1.239 -1.7 0.8 0.3

Q: Look up the charge of the fourth one.
A: -2

Q: What is the charge in the second record?
A: 0